Entry 1:
{"formula": "C2H3NS", "method": "ωB97M-V/def2-TZVPD", "symbols": ["C", "C", "N", "S", "H", "H", "H"], "positions_angstrom": [[-0.955, 0.547, -0.798], [0.389, -0.963, 1.071], [-0.515, 1.069, -1.741], [-0.758, 0.155, 1.009], [0.171, -1.804, 1.653], [1.411, -0.688, 0.993], [0.258, 1.683, -2.188]], "atomic_forces_ev_per_a": [[-0.7, -0.2, 0.5], [0.4, 0.6, 0.7], [2.5, 2.3, -2.8], [-0.6, 0.4, 0.4], [-0.3, -1.4, 0.3], [0.8, 0.2, -0.5], [-2.0, -1.7, 1.4]], "mulliken_charge": [0.204, -0.666, -0.341, -0.087, 0.296, 0.263, 0.331], "gap_ev": [7.56, 7.56], "homo_energy_ev": [-7.676, -7.677], "multiplicity": 1, "energy_ha": -530.80312}



Entry 2:
{"formula": "C2H3NS2", "method": "ωB97M-V/def2-TZVPD", "symbols": ["S", "C", "N", "C", "S", "H", "H", "H"], "positions_angstrom": [[-0.790, 1.941, 1.388], [-0.095, 0.430, 1.096], [0.065, -0.481, 0.105], [-0.076, -0.405, -1.275], [-0.561, 0.918, -2.124], [0.588, 0.180, 2.056], [0.645, -1.231, 0.436], [0.224, -1.351, -1.682]], "atomic_forces_ev_per_a": [[0.4, -2.2, -1.4], [1.4, 2.6, 3.8], [0.1, 0.3, -0.1], [-0.7, 1.8, 0.3], [0.4, -1.4, 0.7], [-1.6, -0.2, -2.4], [-0.1, -0.5, -0.2], [0.1, -0.3, -0.6]], "mulliken_charge": [-0.176, -0.120, -0.177, -0.136, -0.209, 0.184, 0.302, 0.333], "gap_ev": 7.40, "homo_energy_ev": -8.356, "multiplicity": 1, "energy_ha": -929.08365}



Entry 3:
{"formula": "C2H3NS2", "method": "ωB97M-V/def2-TZVPD", "symbols": ["C", "N", "C", "S", "S", "H", "H", "H"], "positions_angstrom": [[0.493, 0.243, -1.494], [-0.211, -0.157, -0.514], [0.127, 0.107, 0.799], [1.830, 1.002, 0.911], [1.840, 1.346, -1.362], [0.151, -0.096, -2.396], [-0.609, 0.799, 1.148], [0.147, -0.653, 1.558]], "atomic_forces_ev_per_a": [[-0.5, 0.3, 3.1], [0.4, -1.5, -1.4], [1.1, 2.3, 0.7], [-0.5, 0.0, -2.2], [0.2, -0.5, 2.4], [-0.4, -0.3, -2.7], [-0.5, 0.8, 0.5], [0.2, -1.0, -0.4]], "mulliken_charge": [-0.002, -0.476, -0.276, -0.145, -0.124, 0.425, 0.287, 0.311], "gap_ev": 7.98, "homo_energy_ev": -8.576, "multiplicity": 1, "energy_ha": -929.09533}



Entry 4:
{"formula": "C2H3NS2", "method": "ωB97M-V/def2-TZVPD", "symbols": ["C", "C", "N", "S", "S", "H", "H", "H"], "positions_angstrom": [[-0.725, 0.097, 1.699], [0.420, -0.011, -0.910], [-0.209, -0.896, 2.247], [0.130, 1.172, 0.224], [0.878, -1.987, 2.030], [-1.232, 0.820, 2.340], [-0.204, -0.869, -0.866], [1.433, 0.159, -1.218]], "atomic_forces_ev_per_a": [[1.0, 2.4, 0.4], [0.8, 1.0, 1.2], [-0.4, 0.6, -0.8], [-1.6, -1.0, 1.6], [0.7, -1.0, -0.3], [-0.7, -0.3, -0.4], [0.0, -0.7, -0.7], [0.2, -1.0, -1.1]], "mulliken_charge": [-0.142, -0.650, -0.139, -0.032, -0.072, 0.331, 0.406, 0.299], "gap_ev": [8.13, 6.20], "homo_energy_ev": [-8.632, -7.801], "multiplicity": 1, "energy_ha": -928.98977}



Entry 5:
{"formula": "C2H3NS3", "method": "ωB97M-V/def2-TZVPD", "symbols": ["S", "C", "C", "S", "N", "S", "H", "H", "H"], "positions_angstrom": [[-0.068, 2.130, -0.198], [0.487, 0.848, 0.561], [0.568, -0.529, 0.046], [2.195, -0.957, -0.005], [-0.601, -0.977, -0.508], [-2.131, -0.851, 0.228], [1.193, 1.272, 1.295], [-0.665, -1.717, -1.200], [-2.580, 0.208, -0.564]], "atomic_forces_ev_per_a": [[-1.5, 0.7, -1.3], [1.5, 1.4, 1.2], [0.8, 0.5, -0.3], [-2.0, -0.5, -0.4], [0.5, -1.1, -0.2], [-0.4, 1.4, -0.5], [-0.3, -1.7, 0.4], [1.1, 0.1, 0.3], [0.2, -0.8, 0.8]], "mulliken_charge": [-0.204, -0.398, 0.440, -0.235, -0.302, -0.131, 0.368, 0.299, 0.163], "gap_ev": 7.53, "homo_energy_ev": -8.874, "multiplicity": 1, "energy_ha": -1327.24510}



Entry 6:
{"formula": "C2H3NS4", "method": "ωB97M-V/def2-TZVPD", "symbols": ["C", "C", "N", "S", "S", "S", "S", "H", "H", "H"], "positions_angstrom": [[1.457, 0.065, -1.338], [-0.108, -0.360, 0.985], [1.886, 1.022, -0.799], [0.817, 0.265, 2.185], [2.346, 2.122, 0.096], [-1.294, 0.416, 0.053], [-0.012, -2.032, 0.469], [0.604, -0.392, -1.824], [-1.256, 1.557, 0.719], [0.793, -2.471, 1.333]], "atomic_forces_ev_per_a": [[0.2, 1.1, 0.0], [1.4, -0.6, 1.6], [-2.0, -4.4, -2.9], [-0.7, -0.2, -0.4], [1.8, 3.6, 2.3], [-1.3, 0.4, -0.6], [-1.9, 0.1, -2.0], [0.7, 0.1, 0.0], [0.1, 0.5, 0.2], [1.7, -0.6, 1.8]], "mulliken_charge": [-0.085, -0.009, -0.036, -0.137, -0.162, -0.125, -0.151, 0.391, 0.173, 0.141], "gap_ev": 7.80, "homo_energy_ev": -8.205, "multiplicity": 1, "energy_ha": -1725.39587}



Which formula does entry 5 have? C2H3NS3